No. 1
17
Properties=species:S:1:pos:R:3:nbo_charge:R:1 method="wB97M-V/def2-TZVPD" e_lumo_ev=-3.4055 total_charge=+1 smiles=C[N@H+]1CN[C@@H](F)[C@@H]1Br e_tot_ev=-80025.124 de_lowest_kj_mol=0.0 gap_ha=0.38975
C 0.5729 0.3770 1.8045 -0.44
N 0.0164 -0.3420 0.6654 -0.43
C -1.0321 0.6467 -0.0062 -0.06
N -1.1882 0.3047 -1.3232 -0.62
C -0.0133 -0.0316 -1.8615 0.40
F 0.8680 0.9671 -2.1038 -0.33
C 0.9070 -0.8511 -0.4263 -0.25
Br 0.8561 -2.7531 -0.4121 0.12
H 0.9236 1.4687 1.5041 0.25
H -0.2308 0.5389 2.5998 0.24
H 1.2697 -0.1631 2.3462 0.24
H -0.4118 -1.1378 1.1099 0.45
H -0.6434 1.6683 0.1031 0.23
H -2.0147 0.7564 0.5797 0.26
H -2.0076 -0.3892 -1.3420 0.43
H 0.1652 -0.6886 -2.7892 0.24
H 1.9630 -0.3713 -0.4486 0.28

***

No. 2
16
Properties=species:S:1:pos:R:3:nbo_charge:R:1 method="wB97M-V/def2-TZVPD" e_lumo_ev=0.5643 smiles="CC(C)C(=O)[SiH2]Br" e_tot_ev=-84261.421 de_lowest_kj_mol=63.7 gap_ha=0.35499
C 0.1333 -1.6740 0.9398 -0.61
C 0.3559 -0.4039 0.1460 -0.31
C -0.6713 -0.1356 -1.0083 -0.59
C 0.2863 0.8787 0.9381 0.27
O -0.1516 0.9687 2.0679 -0.55
Si 0.7178 2.5815 0.1328 0.89
Br 2.2696 2.3233 -1.4334 -0.31
H -0.8505 -1.7489 1.2713 0.22
H 0.4580 -2.4265 0.3535 0.21
H 0.6422 -1.4776 1.8543 0.23
H 1.3033 -0.2038 -0.2779 0.22
H -1.6048 -0.3948 -0.6113 0.21
H -0.5183 -0.9175 -1.6944 0.21
H -0.4636 0.8723 -1.4445 0.21
H 1.0605 3.5318 1.2174 -0.13
H -0.4845 2.9485 -0.5380 -0.17

***

No. 3
17
Properties=species:S:1:pos:R:3:nbo_charge:R:1 method="wB97M-V/def2-TZVPD" e_lumo_ev=-0.5600 smiles="CC(C)(C)P(=S)(Cl)Cl" e_tot_ev=-49463.236 de_lowest_kj_mol=0.0 gap_ha=0.33577
C 0.8343 -1.2670 0.4166 -0.64
C 0.1798 0.0757 0.0497 -0.33
C 0.4525 0.2868 -1.4483 -0.61
C 0.6150 1.2135 1.0430 -0.60
P -1.6186 -0.3804 0.0132 1.18
S -2.3729 -1.6146 -1.2617 -0.39
Cl -2.3671 -0.5040 1.7862 -0.17
Cl -2.4092 1.9097 -0.5052 -0.46
H 1.8437 -1.1874 0.9723 0.24
H 0.0403 -1.8648 0.9866 0.21
H 1.0324 -1.8908 -0.4980 0.23
H 0.2459 1.2399 -1.7027 0.22
H -0.0802 -0.3641 -1.9873 0.23
H 1.4624 0.2044 -1.6017 0.21
H 1.6249 1.1706 1.0948 0.22
H 0.1286 2.0739 0.6519 0.24
H 0.3883 0.8984 1.9905 0.22

***

No. 4
18
Properties=species:S:1:pos:R:3:nbo_charge:R:1 method="wB97M-V/def2-TZVPD" e_lumo_ev=-5.5710 total_charge=+1 e_tot_ev=-60788.204 de_lowest_kj_mol=36.2 gap_ha=0.27143
C 1.7600 -1.8406 0.5656 -0.65
C 2.2316 -0.5430 1.2433 -0.33
I 4.1112 0.1316 0.3884 0.14
C 1.1842 0.6074 1.3215 -0.59
S -0.2086 0.5481 0.1449 0.66
Cl -1.5676 -0.6416 1.0804 0.01
H 1.5776 -1.7424 -0.5090 0.21
H 0.8635 -2.1856 1.1058 0.22
H 2.5203 -2.6027 0.7681 0.26
H 2.4843 -0.7924 2.2785 0.24
H 0.7206 0.5714 2.3192 0.28
H 1.6286 1.6074 1.2360 0.29
H 0.1682 -0.1368 -0.9704 0.21
C -3.5298 1.4359 -2.3407 -0.37
Cl -4.6903 1.6884 -1.0457 0.02
Cl -1.9908 0.7863 -1.7063 -0.09
H -3.9373 0.7257 -3.0520 0.24
H -3.3256 2.3830 -2.8277 0.24

***

No. 5
17
Properties=species:S:1:pos:R:3:nbo_charge:R:1 method="wB97M-V/def2-TZVPD" e_lumo_ev=0.1658 e_tot_ev=-49741.161 de_lowest_kj_mol=247.5 gap_ha=0.31730
C -0.0472 -1.7931 -1.4801 -0.69
C -1.5396 0.2269 0.5606 -0.66
C 0.9701 -0.9482 -0.8299 -0.23
C -0.1074 0.2914 1.0019 -0.71
Si 0.7836 1.9192 1.0354 1.43
Cl 2.6990 1.6322 1.6304 -0.35
Cl 0.7621 2.8051 -0.7888 -0.36
Cl -0.0852 3.2437 2.3229 -0.36
H 0.4508 -2.4068 -2.2386 0.23
H -0.8047 -1.1987 -1.9874 0.22
H -0.5226 -2.4714 -0.7755 0.22
H -1.8679 -0.8029 0.4351 0.21
H -2.1907 0.6912 1.3061 0.22
H -1.6829 0.7623 -0.3769 0.21
H 1.7040 -1.4326 -0.2096 0.19
H 1.3232 -0.0830 -1.3639 0.20
H 0.1554 -0.4353 1.7583 0.23

***

No. 6
18
Properties=species:S:1:pos:R:3:nbo_charge:R:1 method="wB97M-V/def2-TZVPD" e_lumo_ev="0.3519 / 0.3519" e_tot_ev=-23889.574 de_lowest_kj_mol=115.4 gap_ha="0.34779 / 0.34783"
C 1.0301 1.3623 0.0951 0.78
C -1.2588 0.0894 1.4802 -0.68
C -0.6956 -2.1153 -1.0012 -0.26
C -1.2909 0.5455 0.0321 0.44
N 1.9321 1.9068 -0.7227 -0.83
N -0.1238 1.0076 -0.5687 -0.68
O 1.1407 1.2400 1.3123 -0.63
O -1.7223 -1.1750 -0.8900 -0.66
Cl -2.8554 1.2255 -0.2164 0.05
H -0.2783 -0.2564 1.6558 0.25
H -1.6197 0.8633 2.1561 0.24
H -1.9499 -0.7790 1.5000 0.25
H -1.3339 -3.0726 -1.0645 0.19
H -0.0593 -2.1720 -0.1700 0.16
H -0.1317 -1.9971 -1.9451 0.14
H 2.0223 1.6979 -1.7934 0.41
H 2.8467 2.1362 -0.2784 0.42
H -0.0605 0.8707 -1.5750 0.41

***

Please write out number 6 again, unchanged.
18
Properties=species:S:1:pos:R:3:nbo_charge:R:1 method="wB97M-V/def2-TZVPD" e_lumo_ev="0.3519 / 0.3519" e_tot_ev=-23889.574 de_lowest_kj_mol=115.4 gap_ha="0.34779 / 0.34783"
C 1.0301 1.3623 0.0951 0.78
C -1.2588 0.0894 1.4802 -0.68
C -0.6956 -2.1153 -1.0012 -0.26
C -1.2909 0.5455 0.0321 0.44
N 1.9321 1.9068 -0.7227 -0.83
N -0.1238 1.0076 -0.5687 -0.68
O 1.1407 1.2400 1.3123 -0.63
O -1.7223 -1.1750 -0.8900 -0.66
Cl -2.8554 1.2255 -0.2164 0.05
H -0.2783 -0.2564 1.6558 0.25
H -1.6197 0.8633 2.1561 0.24
H -1.9499 -0.7790 1.5000 0.25
H -1.3339 -3.0726 -1.0645 0.19
H -0.0593 -2.1720 -0.1700 0.16
H -0.1317 -1.9971 -1.9451 0.14
H 2.0223 1.6979 -1.7934 0.41
H 2.8467 2.1362 -0.2784 0.42
H -0.0605 0.8707 -1.5750 0.41